(1)
{"formula": "C35H44BeN5P2S2Si", "method": "ωB97M-V with the def2-TZVPD basis set", "species": ["Be", "S", "P", "C", "P", "S", "C", "C", "C", "C", "C", "C", "C", "C", "C", "C", "C", "C", "C", "C", "C", "C", "C", "C", "C", "C", "C", "C", "C", "C", "H", "H", "H", "H", "H", "H", "H", "H", "H", "H", "H", "H", "H", "H", "H", "H", "H", "H", "H", "H", "N", "N", "N", "C", "N", "N", "H", "H", "H", "C", "Si", "C", "C", "C", "C", "C", "C", "C", "C", "H", "H", "H", "H", "H", "H", "H", "H", "H", "H", "H", "H", "H", "H", "H", "H", "H", "H", "H", "H", "H"], "positions_angstrom": [[-1.0062, -0.6363, 0.8052], [0.1449, -2.3827, 0.6618], [0.1228, 0.4606, -1.6568], [-1.2453, 0.5905, -0.5474], [-1.3054, 1.6901, 0.6944], [-0.6601, 0.7827, 2.4147], [-3.0661, 2.1277, 1.0589], [-3.3981, 2.9202, 2.1575], [-4.7206, 3.2132, 2.4437], [-5.7359, 2.7083, 1.6351], [-5.4142, 1.9202, 0.5417], [-4.0820, 1.6365, 0.2551], [-0.5594, 3.3575, 0.5823], [0.6588, 3.6161, 1.1983], [1.2549, 4.8656, 1.0830], [0.6376, 5.8616, 0.3412], [-0.5742, 5.6043, -0.2904], [-1.1682, 4.3575, -0.1724], [0.2946, 2.1632, -2.4013], [1.4856, 2.8518, -2.1886], [1.7087, 4.1020, -2.7578], [0.7413, 4.6771, -3.5683], [-0.4552, 4.0030, -3.7899], [-0.6741, 2.7655, -3.2047], [-0.6378, -0.3344, -3.1554], [-2.0029, -0.5528, -3.2965], [-2.5213, -1.1327, -4.4495], [-1.6747, -1.5094, -5.4827], [-0.3041, -1.3096, -5.3483], [0.2037, -0.7360, -4.1931], [-2.6087, 3.2973, 2.7986], [-4.9658, 3.8314, 3.2989], [-6.7720, 2.9287, 1.8623], [-6.1995, 1.5292, -0.0946], [-3.7948, 1.0302, -0.5980], [1.1297, 2.8303, 1.7782], [2.2050, 5.0579, 1.5664], [1.1017, 6.8359, 0.2475], [-1.0514, 6.3756, -0.8822], [-2.1094, 4.1543, -0.6705], [2.2483, 2.3942, -1.5664], [2.6396, 4.6240, -2.5700], [0.9134, 5.6460, -4.0216], [-1.2174, 4.4465, -4.4203], [-1.6129, 2.2482, -3.3749], [-2.6464, -0.2401, -2.4783], [-3.5906, -1.2863, -4.5443], [-2.0756, -1.9572, -6.3839], [0.3673, -1.6098, -6.1442], [1.2747, -0.5929, -4.0841], [-3.5570, -4.5173, 2.3552], [-3.3129, -3.3924, 1.5719], [-3.5896, -3.3706, 0.2834], [-3.1603, -2.1588, -0.0349], [-2.6823, -1.4991, 1.0311], [-2.7736, -2.3281, 2.0537], [-3.2462, -4.2574, 3.2867], [-2.9388, -5.2421, 1.9997], [-3.1800, -1.7375, -1.0251], [2.6373, -0.2386, 1.2921], [2.1282, -2.0491, 1.3028], [2.2606, -2.6905, 3.1189], [1.8063, -4.1477, 3.2655], [3.6750, -2.5573, 3.6936], [1.3142, -1.8306, 3.9665], [3.2622, -2.9456, 0.0352], [2.9353, -2.3506, -1.3422], [4.7585, -2.7288, 0.2946], [2.9875, -4.4526, -0.0112], [3.6343, -0.1081, 0.8648], [2.6312, 0.1961, 2.2928], [1.9287, 0.3270, 0.6846], [2.5224, -4.8498, 2.8369], [0.8414, -4.3096, 2.7797], [1.7018, -4.3934, 4.3303], [4.3904, -3.2025, 3.1849], [3.6756, -2.8456, 4.7529], [4.0449, -1.5296, 3.6337], [0.2810, -1.9278, 3.6276], [1.5661, -0.7695, 3.9371], [1.3675, -2.1587, 5.0131], [3.1460, -1.2790, -1.3864], [1.8826, -2.4744, -1.5982], [3.5468, -2.8495, -2.1061], [5.0375, -1.6763, 0.2117], [5.3406, -3.2785, -0.4564], [5.0791, -3.0809, 1.2735], [1.9186, -4.6644, -0.0877], [3.3744, -4.9636, 0.8722], [3.4820, -4.8918, -0.8871]], "forces_ev_per_angstrom": [[0.052, 0.159, -0.199], [-0.195, -0.037, -0.055], [-0.067, 0.186, -0.170], [0.416, -0.340, 0.230], [-0.668, 0.292, 0.136], [-0.101, -0.065, 0.023], [0.118, 0.105, 0.095], [0.055, -0.005, 0.008], [-0.033, -0.011, -0.045], [0.039, 0.001, 0.023], [0.020, 0.007, -0.016], [0.004, -0.006, -0.064], [0.150, -0.073, -0.053], [0.030, 0.016, 0.069], [-0.020, -0.017, -0.041], [-0.041, -0.036, -0.016], [0.042, -0.012, 0.011], [-0.009, -0.004, -0.011], [0.090, -0.090, -0.185], [0.002, 0.040, 0.006], [-0.048, -0.011, 0.022], [-0.013, -0.041, 0.036], [0.026, 0.024, 0.044], [-0.085, -0.074, 0.039], [0.017, 0.044, -0.002], [-0.009, -0.030, 0.022], [-0.004, -0.003, 0.013], [0.049, 0.033, 0.041], [-0.058, -0.013, 0.001], [0.038, 0.001, 0.034], [0.001, -0.008, -0.001], [0.002, -0.004, 0.007], [-0.001, 0.010, -0.003], [0.002, -0.012, 0.003], [-0.016, 0.004, -0.005], [0.001, 0.007, -0.004], [-0.002, -0.003, 0.016], [-0.002, 0.007, -0.007], [-0.004, -0.007, -0.011], [-0.004, 0.011, 0.006], [0.008, 0.008, -0.013], [0.005, -0.001, 0.011], [0.006, 0.005, -0.004], [-0.008, -0.004, -0.002], [0.021, -0.005, -0.011], [0.011, 0.062, -0.059], [-0.003, -0.006, 0.001], [-0.003, -0.015, 0.003], [0.003, 0.003, -0.004], [-0.004, 0.003, -0.006], [-0.003, 0.094, -0.090], [-0.051, -0.262, 0.003], [-0.010, 0.146, 0.035], [-0.161, 0.096, -0.031], [0.309, -0.415, 0.200], [-0.035, 0.272, -0.046], [0.008, -0.025, -0.008], [-0.010, -0.013, 0.062], [0.078, -0.059, 0.008], [0.008, 0.079, 0.012], [0.009, 0.017, 0.059], [0.043, -0.046, -0.030], [-0.002, 0.030, -0.030], [-0.027, 0.076, 0.023], [-0.037, -0.021, 0.035], [0.009, -0.032, 0.041], [0.040, -0.007, -0.040], [-0.010, 0.016, -0.086], [-0.027, 0.019, -0.029], [0.007, 0.003, 0.013], [-0.008, 0.011, -0.013], [0.046, -0.002, -0.031], [0.023, -0.005, -0.023], [-0.005, 0.015, 0.014], [0.002, -0.014, -0.004], [0.015, -0.047, -0.015], [-0.011, 0.025, 0.004], [-0.003, -0.009, -0.022], [-0.004, 0.001, -0.006], [0.011, 0.003, -0.001], [-0.011, 0.009, -0.002], [-0.008, -0.005, 0.021], [0.009, -0.038, -0.008], [-0.004, 0.020, -0.006], [-0.013, 0.004, 0.013], [0.001, 0.024, -0.010], [0.000, -0.056, 0.045], [0.000, 0.012, -0.013], [0.006, -0.004, 0.026], [-0.001, -0.004, 0.010]], "mulliken_charge": [-0.576, -0.426, 0.947, -0.364, 1.269, -0.781, -0.346, -0.558, -0.616, -0.432, -0.804, 0.311, 0.573, -0.450, -0.616, -0.526, -0.653, -0.347, -0.143, -0.123, -0.504, -0.521, -0.630, -0.390, 0.113, 0.347, -1.019, -0.450, -0.610, -0.647, 0.361, 0.383, 0.357, 0.403, 0.378, 0.236, 0.411, 0.370, 0.412, 0.400, 0.310, 0.422, 0.364, 0.365, 0.335, 0.221, 0.416, 0.356, 0.392, 0.349, -0.756, 1.244, -0.971, -0.002, 0.549, -0.669, 0.334, 0.288, 0.409, -0.500, 1.220, 2.024, -1.853, -2.041, -1.831, 2.143, -2.036, -1.798, -1.909, 0.461, 0.259, -0.473, 0.362, 0.199, 0.521, 0.360, 0.492, 0.306, 0.172, 0.285, 0.585, 0.254, 0.386, 0.511, 0.313, 0.502, 0.273, 0.239, 0.365, 0.515], "homo_lumo_gap_ev": 6.01, "charge": -1, "max_force_ev_per_a": 0.74, "homo_energy_ev": -3.47}


(2)
{"formula": "C6H10CsO4", "method": "ωB97M-V with the def2-TZVPD basis set", "species": ["O", "C", "O", "Cs", "O", "C", "H", "H", "H", "C", "H", "H", "C", "C", "C", "O", "H", "H", "H", "H", "H"], "positions_angstrom": [[-5.4408, -1.6406, -2.5469], [-4.6632, -0.7605, -2.2019], [-4.1137, 0.1445, -2.8809], [-1.4286, 1.6157, -1.9675], [-4.1538, -0.7668, -0.9032], [-4.7763, -1.5852, 0.0704], [-4.2770, -1.3781, 1.0229], [-5.8438, -1.3439, 0.1532], [-4.6617, -2.6479, -0.1810], [2.7473, 1.6286, 0.1714], [3.5947, 1.8467, -0.5211], [1.9247, 3.7263, 0.0523], [1.9580, 2.6701, 0.3193], [2.6114, 0.2544, 0.7672], [3.8797, -0.1879, 1.4857], [4.9055, -0.3170, 0.5211], [1.7463, 0.2195, 1.4437], [2.4038, -0.5146, 0.0060], [3.6780, -1.1554, 1.9739], [4.1499, 0.5513, 2.2577], [5.7597, -0.3592, 0.9577]], "forces_ev_per_angstrom": [[-0.363, 0.049, 0.472], [0.649, -0.271, -1.084], [0.452, 0.594, 0.061], [-0.840, -0.554, -0.113], [0.357, 0.373, 1.101], [-0.125, -0.195, -0.304], [-0.081, -0.020, -0.151], [0.181, -0.155, 0.004], [-0.143, 0.189, 0.071], [0.013, 0.989, -0.872], [-0.247, -0.551, 0.521], [0.110, -0.436, -0.001], [-0.034, -0.310, 0.269], [-0.231, -0.268, -0.006], [-0.264, -0.001, 0.441], [0.060, 0.065, -0.202], [0.324, 0.128, 0.014], [0.134, 0.376, -0.083], [0.109, 0.232, -0.031], [-0.057, -0.199, -0.154], [-0.004, -0.037, 0.047]], "mulliken_spin": [0.000, 0.000, 0.000, 0.006, 0.000, 0.000, 0.000, 0.000, 0.000, -0.152, 0.073, 0.052, 0.980, 0.054, -0.006, 0.004, -0.002, -0.007, 0.000, 0.000, 0.000], "homo_lumo_gap_ev": [6.80, 6.35], "max_force_ev_per_a": 1.32, "relative_energy_ev": 0.0000, "multiplicity": 2, "s_squared": 0.76, "homo_energy_ev": [-7.54, -7.54]}


(3)
{"formula": "C10H18N3O", "method": "ωB97M-V with the def2-TZVPD basis set", "species": ["C", "C", "C", "C", "C", "C", "N", "C", "N", "N", "O", "C", "C", "C", "H", "H", "H", "H", "H", "H", "H", "H", "H", "H", "H", "H", "H", "H", "H", "H", "H", "H"], "positions_angstrom": [[-1.1442, -2.0239, -2.7008], [-1.0237, -0.7378, -2.9744], [-1.7970, 0.4058, -2.3908], [-2.0347, 0.8552, -1.1877], [-1.6932, 0.1477, 0.1306], [-0.5312, -0.1021, 0.7444], [-0.5973, -0.6794, 2.0587], [0.3207, -1.3581, 2.7098], [-0.0254, -1.8789, 3.8688], [1.5636, -1.4731, 2.2752], [0.7604, 0.1913, 0.3697], [1.0012, 1.1824, -0.6279], [0.5138, 2.4913, -0.1091], [2.4689, 1.2036, -0.8027], [-0.4898, -2.5938, -3.1983], [-1.4927, -2.4870, -1.7990], [-0.3413, -0.4543, -3.8722], [-2.1679, 0.8964, -3.3010], [-2.8577, 1.5567, -0.8919], [-2.5526, -0.0483, 0.7355], [-1.5424, -0.5391, 2.4126], [0.3117, -2.7411, 4.0684], [-1.0365, -1.8758, 4.0349], [2.2377, -1.9384, 2.8614], [1.7958, -0.8817, 1.5158], [0.4278, 0.8525, -1.4800], [0.4001, 2.6465, 1.0424], [1.1445, 3.2575, -0.7101], [-0.5974, 2.5005, -0.3174], [2.8791, 0.3047, -1.3020], [3.0828, 1.2287, 0.1831], [3.0169, 2.0921, -1.3459]], "forces_ev_per_angstrom": [[-0.164, 1.717, 2.043], [0.709, 1.147, -0.489], [0.590, -0.457, -2.967], [-1.440, -0.828, 3.512], [1.009, 0.609, -1.196], [0.811, 0.823, -0.780], [-0.756, 1.129, -1.378], [0.648, 0.563, -0.724], [-2.945, 1.673, 0.899], [-0.641, -0.647, 0.742], [-1.176, -1.902, 1.408], [0.027, 0.436, 0.988], [-1.814, 1.834, 0.205], [4.603, 0.335, -0.095], [1.963, -2.518, -2.165], [-1.058, 0.222, 0.194], [-1.422, -0.391, 1.553], [-0.471, 0.586, 0.816], [0.998, -0.080, -1.216], [-0.597, -0.273, 0.163], [0.604, -0.524, 0.383], [1.738, -3.008, 1.019], [0.610, 0.110, 0.137], [0.114, 0.170, -0.187], [0.693, 0.412, -0.969], [0.270, 0.260, -0.664], [1.428, -0.358, -1.917], [-1.679, -0.630, 1.515], [1.219, 0.809, -0.482], [-0.459, 0.287, 0.069], [-1.526, -0.034, -1.100], [-1.889, -1.472, 0.684]], "mulliken_charge": [-0.853, -0.249, -0.463, -0.625, -0.427, 0.934, -0.164, 0.541, -0.442, -0.279, -0.483, 1.141, -0.975, -1.529, 0.375, 0.290, 0.284, 0.380, 0.422, 0.281, 0.270, 0.256, 0.245, 0.228, 0.289, -0.296, 0.234, 0.345, 0.271, 0.358, 0.288, 0.354], "homo_lumo_gap_ev": 8.99, "charge": 1, "max_force_ev_per_a": 4.62, "relative_energy_ev": 4.5110, "smiles": "C=C/C=C\\C=C(\\[NH+]=C(N)N)OC(C)C", "homo_energy_ev": -11.91}